[1]
Computed, not measured: a molecular structure, C2H5N4 at a distorted geometry, with ωB97M-V/def2-TZVPD.

Cartesian coordinates (Å):
C1 -1.530 0.501 -0.096
C2 0.971 0.519 0.007
N1 -1.952 -0.739 -0.252
N2 -0.719 -1.269 -0.288
N3 -0.211 -0.038 -0.041
N4 2.083 -0.051 0.244
H1 -2.045 1.393 0.312
H2 2.122 -1.084 0.161
H3 1.054 1.694 0.096
H4 -2.754 -1.308 -0.335
H5 2.981 0.381 0.192

Atoms 1-6, force components in eV/Å:
-1.1 1.7 0.7
-0.3 4.4 1.3
2.3 0.5 0.0
0.7 -3.1 -0.1
-1.7 2.0 -0.4
1.0 -3.6 -0.8

## Properties
* HOMO level: -13.13 eV
* Kohn-Sham gap: 8.231 eV
* charge: +1
* calculated total energy: -297.836009 Ha


[2]
Computed, not measured: 2 unconnected molecules or ions with the total composition C4H9ClO2 at a distorted geometry, with ωB97M-V/def2-TZVPD.

Cartesian coordinates (Å):
C1 1.185 -1.501 0.413
C2 1.483 0.007 0.405
Cl1 3.135 0.229 0.873
C3 1.409 0.675 -0.952
O1 0.601 1.477 -1.214
H1 1.387 -1.920 1.414
H2 1.864 -2.034 -0.321
H3 0.124 -1.396 0.383
H4 0.860 0.478 1.163
H5 2.056 0.304 -1.686
C4 -2.663 0.653 0.100
O2 -1.561 0.084 -0.551
H6 -3.071 1.421 -0.619
H7 -2.326 0.845 1.129
H8 -3.452 -0.146 0.257
H9 -1.030 0.823 -0.792

Atoms 1-6, force components in eV/Å:
1.2 0.8 0.4
0.1 -0.9 0.4
1.9 0.6 0.6
-0.1 -2.2 2.1
-2.0 2.9 -1.0
0.3 0.4 -0.4

## Properties
* HOMO level: -10.22 eV
* Kohn-Sham gap: 11.012 eV
* calculated total energy: -768.419452 Ha
* SMILES: C[C@@H](Cl)C=O.CO


[3]
Computed, not measured: a gas-phase ion, C7H12N3S (charge +1) at a distorted geometry, with ωB97M-V/def2-TZVPD.

Cartesian coordinates (Å):
C1 0.320 -0.266 -2.410
N1 -0.996 -0.652 -1.995
C2 -1.149 -1.378 -0.719
C3 -0.899 -0.373 0.340
C4 -2.027 0.367 0.948
N2 0.294 0.011 0.811
C5 1.514 -0.437 0.436
C6 2.443 0.370 0.992
C7 1.817 1.265 1.849
S1 2.364 2.398 2.910
N3 0.487 1.114 1.628
H1 0.891 0.448 -1.769
H2 0.891 -1.235 -2.448
H3 0.180 0.170 -3.427
H4 -1.559 0.029 -2.291
H5 -0.336 -2.120 -0.969
H6 -2.286 -1.748 -0.504
H7 -1.939 1.432 1.006
H8 -1.896 0.003 1.971
H9 -3.036 0.060 0.592
H10 1.499 -1.162 -0.252
H11 3.555 0.380 0.970
H12 -0.132 1.324 2.331

Atoms 1-6, force components in eV/Å:
1.1 -1.1 -0.5
1.6 -2.2 1.4
-1.0 -0.4 -1.4
1.2 1.5 1.0
-0.8 -1.4 0.3
-3.5 0.0 -0.3

## Properties
* HOMO level: -12.39 eV
* Kohn-Sham gap: 6.786 eV
* charge: +1
* calculated total energy: -836.006425 Ha
* SMILES: CNC/C(C)=[N+]1\C=CC(=S)N1


[4]
Computed, not measured: a molecular structure, C17H21LiN2O4 at a distorted geometry, with ωB97M-V/def2-TZVPD.

Cartesian coordinates (Å):
C1 -4.677 2.507 -0.254
C2 -3.548 1.538 0.087
C3 -3.754 0.796 1.402
O1 -2.302 2.229 0.105
C4 -1.253 1.360 0.051
N1 0.020 1.904 0.137
N2 0.978 1.200 -0.131
C5 2.227 1.792 0.041
O2 3.084 1.732 -0.813
O3 2.405 2.444 1.222
C6 3.653 3.130 1.246
C7 4.056 3.426 2.685
C8 3.572 4.376 0.376
O4 -1.399 0.163 -0.044
H1 -5.641 2.001 -0.315
H2 -4.744 3.294 0.497
H3 -4.484 2.993 -1.212
H4 -3.461 0.799 -0.730
H5 -4.686 0.234 1.410
H6 -2.932 0.098 1.563
H7 -3.752 1.493 2.237
H8 4.391 2.433 0.810
H9 5.019 3.933 2.740
H10 3.308 4.054 3.165
H11 4.115 2.507 3.267
H12 4.516 4.920 0.354
H13 3.300 4.102 -0.643
H14 2.790 5.037 0.743
C9 0.744 -3.636 -3.032
Li1 0.712 -4.553 -1.121
C10 1.597 -2.589 -2.366
C11 1.147 -2.249 -1.115
C12 -0.084 -3.088 -0.827
C13 -0.375 -3.861 -2.037
C14 -1.071 -5.107 -1.932
C15 -1.457 -5.566 -0.649
C16 -1.148 -4.833 0.522
C17 -0.452 -3.606 0.457
H15 0.351 -3.313 -4.004
H16 2.363 -2.020 -2.898
H17 1.539 -1.467 -0.458
H18 -1.151 -5.747 -2.816
H19 -2.007 -6.504 -0.571
H20 -1.441 -5.232 1.494
H21 -0.065 -3.124 1.359

Atoms 1-6, force components in eV/Å:
0.6 0.3 0.1
-1.3 -1.1 -0.6
0.3 0.1 0.1
2.4 0.1 0.2
-2.3 -2.8 -0.9
1.2 3.7 0.9

## Properties
* HOMO level: -6.81 eV
* Kohn-Sham gap: 5.491 eV
* calculated total energy: -1078.231259 Ha